1.
A molecular structure, C45H36BrI2N4O2PTl in a non-equilibrium geometry. Source: the OMol25 dataset; level of theory: ωB97M-V/def2-TZVPD.

## Properties
* total charge: -1
* energy: -5789.2160 Eh
* maximum force: 1.228 eV Å⁻¹

Last column: Löwdin charge in e.
Cartesian coordinates (Å):
1 Tl -0.03118 -1.83431 0.89216  0.33
2 C -3.82178 -3.76671 3.01356  -0.02
3 C -3.75028 -2.27301 3.03266  -0.28
4 N -4.86428 -1.60021 3.13696  0.11
5 C -4.82728 -0.26171 3.15486  -0.13
6 C -3.66668 0.47179 3.12966  -0.17
7 C -3.75698 1.97469 3.22546  -0.24
8 O -3.76428 2.42629 4.57056  -0.06
9 C -2.43368 -0.21871 3.02626  -0.10
10 C -1.19778 0.47719 3.03426  -0.09
11 N -0.06758 -0.00661 2.64866  -0.01
12 C 1.03562 0.82799 2.69066  -0.39
13 C 0.96712 2.15869 2.27236  -0.06
14 C 2.08222 2.97179 2.30066  -0.09
15 C 3.28902 2.48089 2.76566  -0.10
16 C 3.37632 1.16809 3.19776  -0.16
17 C 2.26372 0.35459 3.14196  -0.63
18 I 2.35092 -1.63361 3.79796  0.93
19 C -2.45098 -1.64911 2.90306  -0.35
20 O -1.41538 -2.35551 2.71886  -0.14
21 H -4.84408 -4.09141 2.83266  0.08
22 H -3.49148 -4.16551 3.97476  0.08
23 H -3.14988 -4.15331 2.24726  0.08
24 H -5.79068 0.23189 3.19376  0.10
25 H -4.70688 2.31049 2.79786  0.12
26 H -2.94068 2.46709 2.67176  0.10
27 H -3.10648 1.91209 5.05266  0.08
28 H -1.20388 1.49319 3.45366  0.13
29 H 0.02892 2.53519 1.88786  0.11
30 H 2.00572 3.99209 1.95096  0.10
31 H 4.16432 3.11359 2.78176  0.10
32 H 4.31682 0.78339 3.55976  0.09
33 I 1.36342 -4.17941 0.92576  0.16
34 Br -5.86008 -4.66321 -1.49094  0.66
35 C -4.23508 -3.78141 -0.98954  -0.69
36 C -3.02528 -4.38701 -1.26094  -0.14
37 C -1.85848 -3.75561 -0.85814  -0.16
38 C -1.87238 -2.52071 -0.21134  -0.24
39 C -3.11728 -1.92451 -0.01274  -0.14
40 C -4.29918 -2.54681 -0.37824  -0.14
41 H -2.98418 -5.34471 -1.75984  0.09
42 H -0.92578 -4.26781 -1.05634  0.04
43 H -3.19648 -0.96061 0.46926  0.08
44 H -5.24788 -2.08121 -0.15254  0.10
45 N 1.52692 -0.58371 0.28656  -0.31
46 P 2.46262 -0.27841 -0.87544  0.73
47 C 2.95532 -1.59411 -2.06314  -0.29
48 C 1.94452 -2.40571 -2.56574  -0.11
49 C 2.24922 -3.45691 -3.40904  -0.08
50 C 3.57032 -3.71141 -3.74244  -0.09
51 C 4.58172 -2.91361 -3.23454  -0.09
52 C 4.27772 -1.85631 -2.39674  -0.08
53 C 1.90572 1.07569 -1.99974  -0.26
54 C 1.20722 2.09379 -1.36074  -0.11
55 C 0.64812 3.12819 -2.08464  -0.09
56 C 0.77902 3.14729 -3.46504  -0.11
57 C 1.47332 2.13609 -4.10834  -0.09
58 C 2.03362 1.09789 -3.38204  -0.07
59 C 4.05922 0.32459 -0.21684  -0.28
60 C 4.67972 -0.53181 0.68816  -0.10
61 C 5.82092 -0.13421 1.35626  -0.09
62 C 6.34202 1.13159 1.13136  -0.10
63 C 5.71842 1.99059 0.24206  -0.10
64 C 4.57472 1.59439 -0.43124  -0.07
65 H 0.91692 -2.19801 -2.28434  0.10
66 H 1.46212 -4.08431 -3.80224  0.10
67 H 3.81382 -4.53741 -4.39514  0.10
68 H 5.61362 -3.11541 -3.48764  0.10
69 H 5.06232 -1.22331 -2.00394  0.10
70 H 1.12022 2.04019 -0.28364  0.08
71 H 0.10372 3.91649 -1.58154  0.11
72 H 0.34032 3.95239 -4.03844  0.10
73 H 1.57712 2.15509 -5.18504  0.10
74 H 2.58322 0.31269 -3.88474  0.10
75 H 4.24722 -1.51051 0.85756  0.10
76 H 6.30102 -0.80451 2.05586  0.11
77 H 7.22942 1.45309 1.66016  0.10
78 H 6.12882 2.97599 0.06586  0.10
79 H 4.08532 2.26679 -1.12604  0.10
80 N -1.14148 0.40099 0.03776  0.21
81 C -1.68458 1.03049 -0.75224  -0.11
82 C -2.40768 1.85299 -1.63994  -0.21
83 C -3.24368 2.81999 -1.07694  -0.02
84 C -3.97568 3.65009 -1.90144  -0.07
85 C -3.87818 3.51599 -3.27784  -0.08
86 C -3.05088 2.55309 -3.83574  -0.07
87 C -2.30828 1.71589 -3.02404  -0.02
88 H -3.30918 2.89729 -0.00084  0.11
89 H -4.62788 4.39789 -1.47514  0.10
90 H -4.45718 4.16369 -3.91904  0.10
91 H -2.99378 2.45749 -4.91024  0.11
92 H -1.65658 0.96279 -3.44294  0.13

***

2.
7 unconnected molecules or ions with the total composition C45H36ClFNO14S in a non-equilibrium geometry. Source: the OMol25 dataset; level of theory: ωB97M-V/def2-TZVPD.

## Properties
* total charge: +1
* energy: -3802.1907 Eh
* maximum force: 5.421 eV Å⁻¹

Last column: Löwdin charge in e.
Cartesian coordinates (Å):
1 O -0.28496 0.11481 1.24175  -0.38
2 S 0.71921 0.83265 0.43422  0.41
3 O 2.01826 0.61205 1.05939  -0.35
4 Cl 0.76421 0.05137 -1.50459  0.41
5 C 0.41571 2.65592 0.41131  -0.21
6 C -1.18094 2.85791 0.45496  -0.22
7 C -1.65878 4.15274 -0.31853  -0.17
8 C -3.10997 3.98696 -0.98083  -0.13
9 C -4.01417 3.01636 -0.14110  -0.08
10 C -4.38414 1.74143 -0.76299  0.04
11 N -5.14578 0.83473 -0.04519  0.08
12 C -5.58057 1.06987 1.24865  0.00
13 C -5.26862 2.32783 1.94259  0.09
14 C -4.44787 3.33993 1.22456  -0.12
15 F -4.10494 4.50284 1.84483  0.10
16 H 0.94255 3.18609 1.24563  0.13
17 H 0.72849 3.03665 -0.60298  0.10
18 H -1.44077 3.01440 1.54137  0.13
19 H -1.60695 1.89757 0.04609  0.09
20 H -1.79032 4.97177 0.45236  0.11
21 H -0.90720 4.55404 -1.05559  0.12
22 H -3.66745 4.97038 -1.03998  0.09
23 H -2.92715 3.63441 -2.02975  0.12
24 H -4.04361 1.48892 -1.79781  0.16
25 H -5.36072 -0.05460 -0.50793  0.18
26 H -6.18761 0.31331 1.79689  0.15
27 H -5.60767 2.52809 2.98975  0.14
28 C 4.87555 -3.44753 -3.67145  0.04
29 C 5.32668 -4.17082 -2.64828  0.03
30 C 4.83441 -3.94190 -1.27132  -0.34
31 O 5.24829 -4.60335 -0.33302  0.06
32 C 3.82211 -2.88082 -1.07337  0.04
33 C 3.37170 -2.15765 -2.09754  0.01
34 C 3.86226 -2.38547 -3.47456  -0.38
35 O 3.44850 -1.72638 -4.40849  0.10
36 H 5.22417 -3.60054 -4.68504  0.13
37 H 6.06533 -4.95047 -2.77461  0.10
38 H 3.47384 -2.72832 -0.05985  0.09
39 H 2.63182 -1.37676 -1.97152  0.02
40 C 7.60074 -8.81823 -3.08224  0.02
41 C 8.05166 -9.54264 -2.05958  0.03
42 C 7.55983 -9.31503 -0.68104  -0.38
43 O 7.97150 -9.97312 0.25159  0.11
44 C 6.54691 -8.25278 -0.48460  0.03
45 C 6.09640 -7.52888 -1.50730  0.02
46 C 6.58834 -7.75667 -2.88482  -0.38
47 O 6.17529 -7.09622 -3.82000  0.09
48 H 7.94922 -8.96994 -4.09611  0.12
49 H 8.79127 -10.32329 -2.18573  0.12
50 H 6.19800 -8.10044 0.52906  0.12
51 H 5.35801 -6.74935 -1.38090  0.09
52 C 5.44761 -3.83370 2.43359  0.03
53 C 5.89792 -4.55691 3.45876  0.03
54 C 5.40528 -4.32794 4.83582  -0.39
55 O 5.81541 -4.98388 5.77081  0.11
56 C 4.39119 -3.26485 5.03009  0.03
57 C 3.94149 -2.54240 4.00572  0.02
58 C 4.43522 -2.77268 2.62937  -0.35
59 O 4.02200 -2.11297 1.69278  0.07
60 H 5.79670 -3.98659 1.42044  0.09
61 H 6.63785 -5.33772 3.33434  0.12
62 H 4.04153 -3.11142 6.04343  0.12
63 H 3.20126 -1.76107 4.12942  0.11
64 C -5.30570 9.11363 0.36202  0.04
65 C -4.74132 7.92867 0.13792  0.02
66 C -3.62695 7.77919 -0.82300  -0.34
67 O -3.11075 6.69228 -1.02990  0.05
68 C -3.16106 8.99398 -1.52484  0.03
69 C -3.72409 10.18050 -1.30232  0.04
70 C -4.84004 10.33239 -0.34057  -0.38
71 O -5.35244 11.41054 -0.13500  0.13
72 H -6.12253 9.24217 1.06097  0.13
73 H -5.06849 7.02811 0.64317  0.11
74 H -2.34420 8.86400 -2.22342  0.13
75 H -3.39616 11.08001 -1.80782  0.13
76 C -0.73826 -1.92672 6.97594  0.02
77 C -0.76780 -0.61849 6.72625  0.02
78 C -0.49082 -0.08910 5.37150  -0.39
79 O -0.51610 1.10533 5.14304  0.09
80 C -0.18142 -1.06842 4.30510  0.02
81 C -0.15196 -2.37697 4.55463  0.02
82 C -0.42890 -2.90717 5.90913  -0.39
83 O -0.40428 -4.09878 6.13696  0.11
84 H -0.93733 -2.33189 7.96012  0.12
85 H -0.99282 0.11160 7.49379  0.12
86 H 0.01772 -0.66314 3.32110  0.09
87 H 0.07320 -3.10689 3.78679  0.13
88 C -7.08848 1.54175 -4.51288  0.02
89 C -6.45767 2.53894 -3.89474  0.00
90 C -5.37511 3.29593 -4.56482  -0.39
91 O -4.79825 4.20486 -3.99846  0.09
92 C -5.02211 2.90386 -5.94725  0.02
93 C -5.65244 1.90637 -6.56668  0.03
94 C -6.73482 1.14866 -5.89784  -0.38
95 O -7.31078 0.24256 -6.45919  0.13
96 H -7.88189 0.97693 -4.03899  0.12
97 H -6.70391 2.84056 -2.88329  0.11
98 H -4.22932 3.46892 -6.42096  0.13
99 H -5.40627 1.60611 -7.57736  0.13